[1]
DFT (ωB97M-V with the def2-TZVPD basis set) results for C36H34BF2N2P2Pd as an isolated structure in a non-equilibrium geometry.

Geometry as XYZ:
```
78
Properties=species:S:1:pos:R:3:mulliken_charge:R:1
Pd -0.42897 0.20739 0.31218 0.503
C 2.30928 -2.14020 1.99747 -0.675
C 2.26153 -2.08884 0.46471 -1.690
P 2.26955 -0.35164 -0.13320 1.392
C 4.02563 0.14328 -0.02702 0.695
C 5.05660 -0.68375 0.40958 -0.369
C 6.36609 -0.21970 0.44385 -0.735
C 6.65937 1.07180 0.03865 -0.567
C 5.63742 1.90667 -0.39613 -0.697
C 4.33198 1.44763 -0.41951 -0.760
C 2.07603 -0.46248 -1.94547 0.653
C 1.06553 0.27282 -2.55019 -0.294
C 0.90363 0.25671 -3.93015 -0.761
C 1.76336 -0.49382 -4.71544 -0.619
C 2.79075 -1.21878 -4.12185 -0.711
C 2.95212 -1.19366 -2.74722 -0.630
C 0.99900 -1.88932 2.76466 -1.127
P 0.03489 -0.33944 2.51413 1.116
C -1.38802 -0.52407 3.62105 0.295
C -2.62909 -0.06828 3.18869 -0.008
C -3.73373 -0.13112 4.02537 -0.749
C -3.60354 -0.66115 5.29937 -0.518
C -2.36835 -1.12039 5.73849 -0.782
C -1.26315 -1.04704 4.90702 -0.454
C 0.97360 1.01022 3.29364 0.966
C 2.29806 0.90839 3.70802 -0.260
C 2.94570 1.99935 4.27327 -0.831
C 2.27210 3.19800 4.44624 -0.639
C 0.94314 3.30372 4.05515 -0.704
C 0.30303 2.22113 3.47784 -0.589
H 3.08627 -1.45806 2.34409 0.056
H 2.64562 -3.13556 2.29780 0.540
H 1.35842 -2.56581 0.08064 0.524
H 3.09022 -2.66316 0.04530 0.708
H 4.85477 -1.69780 0.72880 0.216
H 7.15732 -0.87509 0.78387 0.437
H 7.68003 1.42965 0.05962 0.402
H 5.85977 2.91614 -0.71642 0.437
H 3.54143 2.10366 -0.76971 0.346
H 0.41011 0.89188 -1.93798 0.462
H 0.11638 0.83904 -4.39212 0.437
H 1.64487 -0.50580 -5.79073 0.384
H 3.46882 -1.79648 -4.73594 0.426
H 3.76831 -1.74432 -2.29333 0.354
H 1.21635 -1.99408 3.83035 0.520
H 0.28022 -2.67611 2.52014 0.557
H -2.72796 0.33276 2.18557 0.085
H -4.69465 0.22786 3.68102 0.438
H -4.46337 -0.71738 5.95349 0.400
H -2.26568 -1.53218 6.73351 0.431
H -0.30366 -1.38922 5.27355 0.317
H 2.83910 -0.02095 3.61341 0.152
H 3.97612 1.90341 4.58882 0.482
H 2.77493 4.04362 4.89644 0.425
H 0.40363 4.23030 4.20341 0.478
H -0.73803 2.31157 3.18359 0.410
N -2.36253 0.84116 -0.74669 -0.185
C -2.60596 2.22968 -0.43010 0.217
C -3.84764 2.79018 -0.55042 -0.616
C -4.05514 4.15769 -0.28203 -0.784
C -3.00757 4.95748 0.07089 -0.868
C -1.71447 4.40711 0.21957 0.650
C -0.58468 5.18271 0.57692 -0.847
C 0.63008 4.58333 0.71899 -1.256
C 0.71989 3.18685 0.55438 -0.321
N -0.30496 2.43700 0.23303 0.925
C -1.51898 3.02585 0.01525 -0.090
H -2.14375 0.74219 -1.73608 0.248
H -3.19194 0.28258 -0.58122 0.386
H -4.68075 2.18090 -0.88052 0.455
H -5.04823 4.57102 -0.39034 0.412
H -3.14995 6.01682 0.24099 0.443
H -0.70410 6.24870 0.72626 0.450
H 1.51426 5.14321 0.98764 0.536
H 1.65763 2.66855 0.72470 0.584
F -1.65651 -2.38366 0.96534 -0.219
B -0.94143 -1.63777 0.11691 0.151
F -0.73805 -2.21513 -1.07244 -0.145
```

Values from the calculation:
frontier orbital gap	7.095	eV
net charge	+1
E	-69032.8633	eV
multiplicity	1
HOMO energy	-10.04	eV

[2]
DFT (ωB97M-V with the def2-TZVPD basis set) results for C36H34Cl2IrN6O2 as an isolated structure in a non-equilibrium geometry.

Geometry as XYZ:
```
81
Properties=species:S:1:pos:R:3:mulliken_charge:R:1
Ir 0.22507 1.86794 -0.25382 0.725
Cl 0.88817 8.60986 1.65705 -0.196
C 1.00188 7.14032 0.76154 0.048
C 0.46400 5.98089 1.29460 -0.753
C 0.55216 4.78488 0.59349 0.182
N -0.05563 3.57677 0.95104 0.179
C -0.90219 3.46315 1.98654 -0.001
O -0.94419 4.10921 3.01920 -0.718
C -1.93864 2.44193 1.67491 0.875
C -3.01055 2.23880 2.52492 -0.603
C -4.01750 1.37549 2.13203 -0.507
C -3.90927 0.73408 0.90446 -0.766
C -2.78652 0.95872 0.13310 -0.286
N -1.82455 1.80604 0.50693 -0.188
C 1.20626 4.74867 -0.62676 -0.181
C 1.74162 5.91247 -1.16530 -0.851
C 1.63717 7.10826 -0.47509 0.154
Cl 2.31205 8.53790 -1.16281 -0.195
N 1.31530 3.46730 -1.16151 0.069
C 2.04296 3.17706 -2.25523 0.054
O 2.37867 3.89433 -3.17808 -0.715
C 2.55222 1.77590 -2.13912 0.665
C 3.37948 1.23584 -3.10783 -0.534
C 3.94817 -0.00401 -2.87644 -0.492
C 3.69201 -0.64742 -1.67270 -0.759
C 2.81959 -0.05994 -0.77662 -0.422
N 2.24980 1.12274 -1.01043 -0.102
H -0.01002 6.00257 2.26286 0.637
H -3.02425 2.77251 3.46508 0.553
H -4.88022 1.21356 2.76493 0.501
H -4.68148 0.06787 0.54746 0.500
H -2.65616 0.46819 -0.82218 0.544
H 2.23916 5.87875 -2.12131 0.620
H 3.56774 1.81040 -4.00407 0.548
H 4.59599 -0.45740 -3.61576 0.495
H 4.16714 -1.58549 -1.42282 0.566
H 2.58018 -0.53372 0.16703 0.632
C -1.55758 -2.33243 5.24984 -1.932
C -1.91598 -2.45587 3.76494 1.960
C -3.36421 -1.97571 3.55852 -1.498
C -1.79730 -3.92608 3.34647 -1.796
C -1.04439 -1.55947 2.90025 0.656
C -0.46209 -0.39168 3.39288 -0.558
C 0.18471 0.47750 2.53894 -1.248
N 0.27960 0.25872 1.22360 0.014
C -0.22145 -0.88852 0.74063 0.788
C -0.86997 -1.80891 1.53729 -1.112
C -0.07330 -1.05092 -0.72306 0.600
C 0.24287 -2.25731 -1.31211 -1.245
C 0.46103 -2.33505 -2.68849 0.493
C 0.30325 -1.15080 -3.40554 -0.423
C -0.03696 0.01652 -2.75176 -1.277
N -0.20861 0.08384 -1.42680 0.148
C 0.92072 -3.62725 -3.34300 2.043
C 2.43886 -3.74144 -3.11442 -1.457
C 0.22659 -4.84180 -2.71173 -1.744
C 0.65168 -3.62145 -4.85210 -1.959
H -2.12893 -3.06343 5.82076 0.444
H -1.80490 -1.34717 5.64690 0.377
H -0.49611 -2.52295 5.41892 0.431
H -4.03748 -2.55085 4.19568 0.487
H -3.67560 -2.09996 2.51899 0.309
H -3.45761 -0.92040 3.82156 0.275
H -2.37458 -4.54476 4.03269 0.480
H -0.75814 -4.25944 3.38155 0.404
H -2.18690 -4.10331 2.34338 0.337
H -0.51152 -0.14519 4.44319 0.416
H 0.64607 1.38570 2.90880 0.639
H -1.27381 -2.69808 1.07329 0.565
H 0.34596 -3.12611 -0.67656 0.631
H 0.43676 -1.11965 -4.47669 0.439
H -0.17986 0.94144 -3.29683 0.552
H 2.67193 -3.81599 -2.04996 0.275
H 2.95651 -2.87260 -3.52513 0.207
H 2.81646 -4.63399 -3.61493 0.528
H 0.52462 -4.98813 -1.67305 0.350
H 0.50615 -5.74005 -3.26113 0.475
H -0.85984 -4.74104 -2.75192 0.393
H 1.30183 -2.91687 -5.37281 0.386
H -0.38754 -3.37105 -5.07338 0.440
H 0.85344 -4.61238 -5.25695 0.430
```

Values from the calculation:
frontier orbital gap (alpha / beta)	5.442 / 5.443	eV
net charge	+1
E	-78799.9648	eV
multiplicity	1
HOMO energy (alpha / beta)	-9.38 / -9.38	eV

[3]
DFT (ωB97M-V with the def2-TZVPD basis set) results for C36H34F18O20Zr as an isolated structure in a non-equilibrium geometry.

Geometry as XYZ:
```
109
Properties=species:S:1:pos:R:3:mulliken_charge:R:1
Zr -1.19632 -0.27420 1.87218 1.571
C -3.96524 -3.11380 3.92467 -0.975
C -4.20326 -3.21438 5.23022 0.185
C -3.73297 -2.16220 6.18918 0.319
O -4.02294 -2.08730 7.49732 -0.668
C -3.13705 -1.03174 5.70829 -0.638
C -2.64494 -0.94834 4.37250 0.536
C -3.12016 -2.04845 3.38969 0.352
O -2.64647 -1.81101 2.26251 -0.715
O -1.92730 -0.06943 3.87069 -0.338
O -4.83422 -4.25908 5.63670 -0.692
H -4.22920 -3.96382 3.31296 0.499
H -2.72301 -0.26316 6.34410 0.457
C -0.54467 1.84595 0.81106 -1.333
C -0.39354 1.27516 -0.41530 1.556
C 0.99977 0.84028 -0.86668 0.344
O 1.30745 0.67496 -2.12863 -0.744
C 1.93939 0.48106 0.06709 -0.630
C 1.51966 0.55619 1.49652 0.232
C 0.49151 1.73562 1.83389 0.101
O -0.26045 1.45915 2.73222 -0.300
O 0.95021 -0.47570 1.85319 -0.572
O -1.36677 0.41754 -0.37345 -0.666
H -1.46083 2.38783 0.99386 1.173
H 2.89241 0.07072 -0.23251 -0.016
C 5.15967 -0.33112 -2.28667 -0.498
C 4.90925 0.56273 -3.51942 0.069
O 6.16973 0.66849 -4.18314 -0.312
C 6.90943 -0.33633 -4.77273 0.354
O 6.54770 -1.49485 -4.87912 -0.527
C 8.34432 0.07120 -5.24904 0.847
F 8.63203 1.30274 -4.89166 -0.223
F 9.22186 -0.80134 -4.68028 -0.237
F 8.30929 -0.08384 -6.59470 -0.234
H 4.52049 -0.11007 -1.43187 -0.239
H 6.15560 -0.30695 -1.84436 0.394
H 4.94388 -1.38008 -2.48967 0.345
H 4.57136 1.51999 -3.12245 0.201
H 4.16495 0.08091 -4.15342 0.213
C -3.53378 4.87872 3.37657 -1.407
C -3.27218 3.41443 3.02903 0.449
O -4.30702 2.87405 2.05274 -0.338
C -4.27266 1.72090 1.42587 0.402
O -3.33571 0.90996 1.64077 -0.240
C -5.55851 1.40008 0.62637 0.806
F -6.47231 2.45568 0.70317 -0.244
F -5.23132 1.24158 -0.66784 -0.220
F -6.06060 0.23994 1.06274 -0.188
H -3.84581 5.47001 2.51568 0.311
H -2.60056 5.27929 3.77247 0.397
H -4.40628 4.98612 4.02101 0.381
H -3.10070 2.68818 3.82354 0.268
H -2.28316 3.39913 2.57108 -0.177
C -1.63240 1.24537 -3.96703 -0.665
C -0.65381 0.80361 -5.13116 -0.254
O -0.94677 -0.41122 -5.51992 -0.195
C -0.63602 -0.84728 -6.75379 0.320
O -0.04256 -0.22607 -7.63394 -0.534
C -1.08177 -2.32115 -7.08963 0.868
F -0.07900 -3.05204 -7.59970 -0.243
F -1.66836 -2.93521 -5.97184 -0.229
F -2.00715 -2.29124 -8.06563 -0.254
H -1.50388 0.52618 -3.15811 -0.098
H -2.67556 1.31559 -4.27524 0.414
H -1.32330 2.19983 -3.54093 0.307
H 0.36964 0.79323 -4.75626 0.093
H -0.60654 1.52361 -5.94815 0.518
C -0.95829 -5.53480 5.81054 -1.381
C -0.50213 -4.17142 5.29154 0.375
O 0.53356 -4.41259 4.27038 -0.315
C 0.80345 -3.42645 3.36086 0.063
O 0.01923 -2.51815 3.14980 -0.191
C 2.09992 -3.60213 2.52984 0.801
F 1.84312 -3.46153 1.26548 -0.163
F 2.85546 -2.56979 2.85515 -0.261
F 2.72076 -4.72314 2.83465 -0.274
H -1.60978 -5.29566 6.65106 0.430
H -0.16499 -6.13786 6.25226 0.381
H -1.41079 -6.16889 5.04813 0.301
H -0.28167 -3.61965 6.20535 0.224
H -1.41130 -3.72370 4.89022 -0.165
C 1.00038 -2.99003 -3.53593 -1.615
C 0.47260 -2.45521 -2.22199 1.023
O -0.27599 -3.44697 -1.56739 -0.343
C -0.86593 -3.24005 -0.38204 0.113
O -0.77185 -2.18096 0.31408 0.719
C -1.70499 -4.45726 0.05302 0.734
F -1.50758 -5.50544 -0.73962 -0.266
F -1.29479 -4.85510 1.24680 -0.229
F -3.00490 -4.02626 0.07629 -0.199
H 1.79966 -2.46742 -4.06142 0.326
H 0.27280 -3.34884 -4.26393 0.262
H 1.55556 -3.90471 -3.32803 0.474
H -0.10110 -1.54773 -2.41026 -0.269
H 1.31106 -2.17897 -1.58263 0.033
C 1.85834 4.57169 -1.52572 -0.681
C 2.57600 5.68679 -0.73265 -0.408
O 1.64205 6.51975 -0.07523 -0.347
C 1.05973 6.32873 1.04247 0.569
O 1.30446 5.37238 1.77163 -0.617
C -0.04035 7.37923 1.46797 0.861
F -0.02757 8.39058 0.60266 -0.264
F -1.16759 6.84689 1.35634 -0.246
F 0.24602 7.80054 2.72079 -0.248
H 0.85478 4.79055 -1.89048 0.322
H 1.71959 3.65795 -0.94785 -0.003
H 2.60383 4.32628 -2.28211 0.378
H 3.19924 6.31168 -1.37232 0.313
H 3.26799 5.32260 0.02670 0.345
```

Values from the calculation:
frontier orbital gap	5.013	eV
E	-129020.3137	eV
multiplicity	1
HOMO energy	-7.89	eV

[4]
DFT (ωB97M-V with the def2-TZVPD basis set) results for C36H34FMoN6OP2 as an isolated structure.

Geometry as XYZ:
```
81
Properties=species:S:1:pos:R:3:mulliken_spin:R:1
Mo 0.48919 0.30381 -0.15272 2.147
C -2.93548 1.52855 2.69584 -0.001
N -1.86923 1.09156 1.77801 0.025
P -0.41086 0.33963 2.19739 -0.103
C 0.36839 1.23405 3.53494 -0.004
C -0.35071 1.19358 4.73954 0.001
C 0.09569 1.91232 5.83392 0.000
C 1.26035 2.66504 5.73874 0.000
C 1.97971 2.69445 4.55218 0.000
C 1.54084 1.98516 3.44468 0.004
C -0.69750 -1.35252 2.67576 -0.014
C -1.57657 -2.12163 1.89921 -0.009
C -1.77662 -3.45471 2.20933 0.003
C -1.09570 -4.02326 3.28204 0.001
C -0.21387 -3.26578 4.04247 0.003
C -0.00542 -1.92800 3.74300 0.008
P -1.49044 1.80070 0.29600 -0.011
C -2.89713 1.54914 -0.78085 -0.013
C -3.86053 0.58442 -0.47878 0.005
C -4.92874 0.38686 -1.34026 0.001
C -5.02629 1.13198 -2.51134 -0.004
C -4.05788 2.07897 -2.82311 0.002
C -2.99433 2.29406 -1.95864 0.004
C -1.07660 3.52699 0.36766 -0.108
C 0.25566 3.90072 0.56811 0.013
C 0.58426 5.23784 0.70311 0.008
C -0.41559 6.20126 0.64677 0.001
C -1.74434 5.83611 0.45435 0.002
C -2.08148 4.50136 0.31228 -0.010
H -3.18035 0.71199 3.37338 0.002
H -3.82440 1.77194 2.11658 0.000
H -2.62679 2.40135 3.27090 0.001
H -1.24099 0.58304 4.83745 0.002
H -0.45759 1.87518 6.76255 0.000
H 1.61325 3.22150 6.59681 0.000
H 2.89582 3.26589 4.48839 0.000
H 2.12304 2.00674 2.53853 -0.008
H -2.12673 -1.66064 1.08559 -0.010
H -2.46997 -4.05173 1.63202 0.000
H -1.25996 -5.06395 3.52888 0.000
H 0.30696 -3.71517 4.87710 0.000
H 0.68109 -1.33722 4.33619 0.001
H -3.79649 0.00994 0.43808 -0.001
H -5.69830 -0.33107 -1.08781 0.000
H -5.86966 0.98648 -3.17371 0.000
H -4.14480 2.66906 -3.72575 0.000
H -2.25815 3.05552 -2.19052 -0.001
H 1.03944 3.14916 0.62824 0.002
H 1.61406 5.53308 0.85197 0.001
H -0.15806 7.24680 0.75284 0.000
H -2.51493 6.59396 0.41474 0.000
H -3.11551 4.21758 0.15955 0.000
N 5.74238 -7.66055 -5.23342 0.000
C 5.32741 -6.68816 -4.78653 0.000
C 4.79984 -5.47119 -4.23230 0.000
C 4.65520 -4.34633 -5.04248 0.000
C 4.13927 -3.17776 -4.51096 0.000
C 3.78281 -3.14780 -3.17227 0.000
C 3.93512 -4.25280 -2.35031 0.001
C 4.43972 -5.42396 -2.88673 0.000
N 3.25935 -1.92423 -2.61690 0.000
C 3.86687 -0.68851 -2.66977 0.003
C 3.06316 0.16381 -1.98728 0.019
N 1.96008 -0.53874 -1.52667 0.011
C 2.12049 -1.79968 -1.93178 0.016
H 4.94343 -4.39390 -6.08332 0.000
H 4.01533 -2.30155 -5.13510 0.000
H 3.69182 -4.19306 -1.29663 0.000
H 4.57408 -6.29845 -2.26550 0.000
H 4.81535 -0.54151 -3.15796 0.000
H 3.21899 1.20619 -1.76792 0.003
H 1.45277 -2.62488 -1.74249 0.001
F 2.04656 0.72769 0.76781 0.042
N -2.11360 -1.72459 -2.72534 0.009
C -1.16164 -0.80734 -2.66517 -0.018
N -0.57989 -0.35369 -3.76705 0.011
O -0.80929 -0.35355 -1.51382 -0.035
H -2.42978 -2.11181 -3.60093 -0.001
H -2.66047 -1.90926 -1.89960 0.000
H -0.89588 -0.61497 -4.68807 0.000
H 0.20077 0.27847 -3.69312 0.005
```

Values from the calculation:
<S²>	2.021
frontier orbital gap (alpha / beta)	5.315 / 5.384	eV
net charge	+3
E	-72000.4822	eV
multiplicity	3
HOMO energy (alpha / beta)	-15.88 / -15.88	eV